The following is a DFT calculation (ωB97M-V/def2-TZVPD) of a structure of composition C48H60N12O4P.

CARTESIAN COORDINATES (ANGSTROEM)
P1 0.017 -0.143 0.070
O1 0.563 -0.114 -1.278
O2 0.891 0.755 0.931
O3 -1.314 0.306 0.163
O4 0.143 -1.630 0.720
N1 0.308 -1.717 -3.369
N2 -3.069 -0.195 -1.551
N3 0.269 1.791 3.100
N4 -3.537 -0.222 1.621
N5 2.285 -2.795 0.234
N6 -2.394 2.656 0.374
N7 3.264 0.805 2.002
N8 -0.196 1.449 -3.152
N9 -1.218 -3.642 0.087
N10 2.804 0.669 -2.194
N11 0.120 -2.460 3.025
N12 1.239 3.206 0.273
C1 3.969 0.501 -1.555
C2 -2.508 -4.012 0.583
C3 2.319 3.586 -0.567
C4 -3.252 -1.107 2.582
C5 -0.634 -3.270 -4.657
C6 -0.599 -3.506 3.574
C7 0.982 5.347 -0.014
C8 -2.706 3.214 1.643
C9 0.618 2.926 3.939
C10 -4.136 -0.331 -3.495
C11 -0.760 1.207 -4.477
C12 2.727 -2.936 -1.110
C13 4.274 -3.751 0.343
C14 -0.558 -4.741 -0.435
C15 5.156 1.993 2.425
C16 -5.484 -0.590 2.526
C17 -1.445 -5.744 -0.394
C18 -2.687 3.476 -0.633
C19 -0.782 -2.588 -3.453
C20 4.963 1.188 -2.181
C21 -4.844 0.147 1.595
C22 4.407 1.806 -3.364
C23 3.008 1.499 -3.350
C24 -2.743 -5.299 0.266
C25 0.062 2.908 5.124
C26 -4.353 -1.326 3.262
C27 -3.786 -1.377 -1.524
C28 1.234 -1.839 -4.363
C29 -0.550 -3.446 4.857
C30 -3.419 4.388 1.229
C31 -0.654 1.046 3.880
C32 -4.554 -1.546 -2.597
C33 4.397 -0.128 1.934
C34 -3.307 4.590 -0.229
C35 0.996 -1.878 3.935
C36 -1.024 2.452 -5.031
C37 0.678 -2.469 5.153
C38 0.421 4.350 0.567
C39 -0.176 2.800 -2.899
C40 3.213 -3.370 1.164
C41 3.975 -3.475 -1.066
C42 -0.862 1.746 5.045
C43 0.666 -2.746 -5.231
C44 -3.292 0.437 -2.782
C45 3.729 2.127 2.268
C46 5.488 0.589 2.143
C47 2.237 4.922 -0.758
C48 -0.644 3.498 -4.062
H1 0.608 6.384 0.045
H2 -4.475 -2.005 4.022
H3 -1.168 -4.145 -4.828
H4 4.680 -3.596 -1.850
H5 -0.907 0.210 3.414
H6 1.017 2.193 0.641
H7 -1.552 -2.730 -2.725
H8 0.082 3.221 -2.024
H9 2.085 -1.284 -4.419
H10 -2.804 0.124 0.975
H11 5.256 -4.273 0.653
H12 2.804 2.720 -0.772
H13 -4.421 -0.014 -4.531
H14 -2.096 -1.409 2.724
H15 -5.231 -2.225 -2.853
H16 0.377 -4.656 -1.027
H17 0.251 3.464 5.909
H18 -1.518 2.557 -5.811
H19 0.973 -2.141 6.087
H20 -2.644 2.730 2.507
H21 5.967 1.060 -1.846
H22 1.849 0.467 -1.859
H23 4.067 -0.308 -0.823
H24 -1.285 -4.196 2.970
H25 2.802 5.656 -1.377
H26 1.202 3.545 3.564
H27 2.134 1.707 -4.088
H28 -1.408 -6.755 -0.887
H29 -3.522 5.396 -0.826
H30 3.082 3.018 2.274
H31 -3.599 -5.915 0.439
H32 -1.025 -4.117 5.510
H33 -0.622 4.104 1.045
H34 -0.671 -2.744 0.189
H35 0.197 -1.983 2.051
H36 0.086 0.822 -2.437
H37 2.390 0.608 1.489
H38 4.913 2.452 -4.181
H39 4.230 -1.227 1.676
H40 -2.724 1.384 -3.024
H41 -2.200 0.035 -0.784
H42 3.080 -3.400 2.531
H43 -3.104 -3.350 1.220
H44 -1.531 1.431 5.805
H45 0.447 -1.214 -2.402
H46 -1.783 1.643 0.369
H47 2.314 -2.416 -1.962
H48 -3.907 4.921 1.916
H49 0.909 -2.879 -6.295
H50 5.777 2.841 2.537
H51 0.672 1.440 2.060
H52 -2.527 3.176 -1.663
H53 1.612 -0.981 3.624
H54 -0.672 0.271 -4.894
H55 -3.789 -1.984 -0.574
H56 -6.588 -0.879 2.560
H57 1.271 -2.328 0.399
H58 -5.080 0.807 0.674
H59 -0.661 4.623 -4.106
H60 6.390 0.139 2.073

Properties
- DFT total energy: -3164.14055 a.u.
- Net charge: -3
- Gap between HOMO and LUMO: 7.6 eV
- Strongest force on any atom: 9.630 eV/Å
- Relative energy (zero: lowest compared OMol25 entry of this formula, charge and spin): 0.000 eV
- LUMO energy: 6.32 eV